No. 1
{
  "formula": "C3H9FSi",
  "method": "ωB97M-V/def2-TZVPD",
  "orbital_gap_ev": 11.51,
  "e_lumo_ev": 0.95,
  "total_charge": 0,
  "spin_multiplicity": 1,
  "smiles": "C[Si](C)(C)F",
  "e_tot_ev": -13854.322,
  "species": ["C", "Si", "C", "C", "F", "H", "H", "H", "H", "H", "H", "H", "H", "H"],
  "xyz": [[1.450, 1.013, 0.624], [0.003, -0.161, 0.266], [-1.765, 0.415, 0.445], [0.176, -1.191, -1.360], [0.280, -1.217, 1.452], [2.282, 0.463, 0.261], [1.427, 1.925, 0.055], [1.606, 1.195, 1.634], [-1.844, 1.475, 0.422], [-2.330, -0.007, -0.353], [-2.098, 0.229, 1.540], [1.193, -1.565, -1.246], [0.183, -0.549, -2.248], [-0.565, -2.026, -1.492]],
  "forces_ev_per_angstrom": [[-1.481, -0.535, -2.257], [0.041, -0.411, -0.351], [0.828, 0.031, 2.580], [-0.135, 0.599, 0.766], [-0.156, -0.517, 0.246], [1.057, -0.546, -0.296], [-0.061, 0.555, -0.131], [0.014, 0.370, 1.919], [-0.001, 1.097, -0.483], [-0.905, -0.484, -0.130], [0.161, -0.392, -1.973], [0.024, -0.487, -0.283], [-0.152, -0.134, 0.094], [0.768, 0.855, 0.298]]
}

***

No. 2
{
  "formula": "C34H45F2N3OP2Pm",
  "method": "ωB97M-V/def2-TZVPD",
  "orbital_gap_ev": [6.89, 7.24],
  "e_lumo_ev": [-2.86, -2.55],
  "total_charge": 1,
  "spin_multiplicity": 5,
  "e_tot_ev": -83067.098,
  "species": ["Pm", "C", "C", "C", "C", "C", "C", "C", "P", "C", "C", "C", "C", "C", "C", "C", "C", "C", "C", "C", "C", "C", "C", "H", "H", "H", "H", "H", "H", "H", "H", "H", "H", "H", "H", "H", "H", "H", "H", "H", "H", "H", "H", "F", "C", "F", "H", "O", "P", "N", "C", "C", "C", "C", "N", "C", "C", "C", "C", "N", "C", "C", "C", "C", "H", "H", "H", "H", "H", "H", "H", "H", "H", "H", "H", "H", "H", "H", "H", "H", "H", "H", "H", "H", "H", "H", "H", "H"],
  "xyz": [[-1.509, -0.233, -0.150], [-1.374, 1.921, 3.376], [-1.093, 1.024, 4.593], [-1.162, 1.447, 5.902], [-1.151, 0.470, 6.961], [-1.056, -0.875, 6.654], [-1.068, -1.290, 5.324], [-0.892, -0.346, 4.303], [-0.580, -0.973, 2.580], [0.758, -2.195, 2.652], [2.012, -1.645, 2.636], [3.099, -2.484, 2.760], [2.969, -3.860, 2.843], [1.722, -4.429, 3.012], [0.613, -3.583, 3.013], [-0.674, -4.265, 3.366], [-2.088, -1.739, 2.012], [-3.232, -1.477, 2.774], [-4.465, -1.985, 2.391], [-4.519, -2.723, 1.203], [-3.422, -2.982, 0.354], [-2.143, -2.515, 0.806], [-1.032, -2.796, 0.018], [-1.327, 2.944, 3.686], [-2.395, 1.632, 2.938], [-0.587, 1.777, 2.625], [-1.164, 2.482, 6.248], [-1.158, 0.780, 7.973], [-0.953, -1.592, 7.471], [-1.073, -2.330, 5.114], [2.098, -0.538, 2.634], [4.076, -2.039, 2.742], [3.831, -4.486, 2.858], [1.560, -5.506, 3.032], [-0.496, -5.092, 4.077], [-1.074, -4.720, 2.468], [-1.442, -3.586, 3.744], [-3.096, -0.979, 3.700], [-5.401, -1.750, 2.850], [-5.484, -3.053, 0.859], [-3.431, -3.605, -0.519], [-1.043, -3.625, -0.666], [-0.036, -2.748, 0.541], [-3.681, 1.032, 0.026], [-3.760, 1.258, -1.527], [-5.030, 0.883, -1.748], [-3.655, 2.375, -1.545], [-0.334, 0.799, -1.770], [0.683, 1.226, -2.794], [-0.022, 1.307, -4.296], [-1.480, 1.565, -4.399], [-1.746, 2.509, -5.624], [-0.335, 2.866, -6.123], [0.591, 1.825, -5.525], [1.190, 2.771, -2.337], [2.228, 3.552, -3.063], [2.914, 4.382, -1.988], [1.965, 4.431, -0.806], [1.127, 3.173, -0.893], [2.027, 0.277, -2.913], [3.246, 0.357, -2.100], [3.516, -1.088, -1.557], [2.643, -1.954, -2.459], [2.041, -0.996, -3.580], [-1.878, 1.914, -3.434], [-1.856, 0.505, -4.609], [-2.324, 3.393, -5.363], [-2.241, 1.953, -6.395], [-0.073, 3.847, -5.752], [-0.167, 2.880, -7.203], [1.666, 2.112, -5.359], [0.675, 0.972, -6.207], [1.691, 4.146, -3.890], [2.942, 2.960, -3.640], [3.233, 5.364, -2.372], [3.733, 3.791, -1.604], [1.346, 5.343, -1.004], [2.473, 4.543, 0.127], [0.047, 3.208, -0.640], [1.529, 2.381, -0.233], [3.292, 1.063, -1.258], [4.074, 0.561, -2.722], [3.182, -1.106, -0.527], [4.566, -1.333, -1.605], [1.849, -2.433, -1.860], [3.242, -2.763, -2.897], [1.062, -1.323, -3.816], [2.687, -0.962, -4.471]],
  "forces_ev_per_angstrom": [[-1.687, 1.146, -1.432], [-0.264, -0.996, 0.365], [0.035, -0.079, -1.722], [-0.022, -1.171, 2.077], [0.618, 0.621, -2.314], [-0.478, 0.076, 0.345], [1.365, 1.035, 0.103], [-1.057, -0.749, 0.223], [0.561, 0.488, 0.154], [-1.322, -1.616, 1.908], [0.419, 0.700, 0.087], [0.825, 0.259, -0.276], [-0.249, 0.150, 0.221], [-0.206, 0.838, -0.684], [-0.064, 0.446, -0.369], [-0.438, 0.007, -0.034], [-0.439, -0.349, -0.106], [-1.111, -1.017, -0.632], [1.008, 0.230, -0.920], [0.423, -0.285, -1.710], [-0.262, 1.200, 2.804], [-1.531, -1.433, 0.801], [2.839, 1.127, 0.102], [-0.400, 0.736, -0.031], [1.367, 0.659, 0.556], [-0.254, 0.030, 0.018], [-0.334, -0.102, -0.670], [0.004, 0.363, 0.796], [-0.361, 0.039, -0.329], [0.214, -0.662, -0.139], [0.248, -0.867, -0.340], [0.395, 0.014, 0.038], [0.611, -0.254, -0.050], [0.199, 0.234, 0.406], [-0.088, 0.556, -0.194], [-0.327, -0.172, -0.297], [0.138, -0.317, -0.033], [-0.213, 0.619, 0.623], [-0.152, 0.053, 0.647], [-0.261, -0.227, 0.046], [-0.409, -0.075, -0.276], [-0.360, 0.053, -0.467], [-0.974, -0.055, -0.608], [0.776, -0.073, 0.672], [1.844, -0.759, 0.606], [-0.239, 0.324, -0.307], [-0.689, -0.583, 0.026], [-0.198, -0.498, 0.638], [1.286, 2.200, -1.446], [0.325, 0.722, 1.048], [-0.743, -1.920, -0.163], [1.126, -0.631, 0.559], [0.446, 0.357, 0.381], [1.774, -1.189, -0.043], [0.390, -1.131, 0.529], [-1.530, 0.612, -1.473], [0.295, -0.522, -0.063], [-1.747, 1.818, -1.198], [-0.594, -1.175, -0.402], [-0.495, 1.307, 0.327], [0.256, -0.712, 1.223], [-1.090, 1.149, -0.358], [-0.098, -0.601, -0.679], [1.395, -1.309, 1.263], [-0.029, -0.156, -0.503], [-0.413, 1.664, 0.343], [-0.014, -0.120, 0.016], [-0.563, -0.218, -0.241], [0.178, 0.372, 0.116], [-0.444, 0.039, 0.074], [-1.083, 0.153, -0.086], [-0.108, 0.037, -0.191], [0.752, -0.350, 1.363], [0.021, -0.406, 0.366], [0.050, -0.456, 0.394], [0.864, 0.089, -0.413], [0.087, -0.751, 0.664], [0.232, 0.090, 0.589], [0.644, 0.665, 0.096], [0.172, 0.156, -0.232], [-0.661, 0.113, -0.541], [0.892, 0.684, -1.034], [0.043, -0.352, 0.275], [0.253, -0.018, 0.011], [0.111, 0.282, -0.459], [-0.316, 0.141, -0.043], [-0.948, -0.197, -0.589], [-0.221, -0.106, 0.196]]
}

***

No. 3
{
  "formula": "C13H27IO8S2",
  "method": "ωB97M-V/def2-TZVPD",
  "orbital_gap_ev": 9.82,
  "e_lumo_ev": 0.19,
  "total_charge": 0,
  "spin_multiplicity": 1,
  "smiles": "CC[C@@H](I)[C@H]1CCOC1=O.CCOS(C)(=O)=O.CCOS(C)(=O)=O",
  "e_tot_ev": -60065.126,
  "species": ["C", "C", "C", "I", "C", "C", "C", "O", "C", "O", "H", "H", "H", "H", "H", "H", "H", "H", "H", "H", "H", "C", "C", "O", "S", "C", "O", "O", "H", "H", "H", "H", "H", "H", "H", "H", "C", "C", "O", "S", "C", "O", "O", "H", "H", "H", "H", "H", "H", "H", "H"],
  "xyz": [[6.600, 3.714, -0.322], [5.016, 3.220, -0.531], [4.105, 4.589, -0.509], [4.569, 5.635, -2.424], [2.485, 4.340, -0.526], [1.843, 3.330, -1.693], [0.282, 3.384, -1.094], [0.527, 2.882, 0.294], [1.736, 3.642, 0.754], [2.003, 3.641, 2.064], [6.574, 4.819, 0.117], [7.098, 3.798, -1.380], [7.191, 2.996, 0.395], [4.893, 2.674, -1.584], [4.682, 2.515, 0.354], [4.421, 5.319, 0.364], [2.079, 5.443, -0.736], [1.990, 3.635, -2.815], [2.233, 2.206, -1.607], [0.001, 4.518, -0.854], [-0.564, 2.886, -1.729], [-3.086, -1.650, -3.426], [-3.952, -1.680, -2.181], [-3.252, -1.181, -1.051], [-3.102, 0.431, -0.873], [-2.570, 0.417, 0.821], [-4.414, 1.037, -0.939], [-2.001, 0.888, -1.695], [-2.881, -0.621, -3.737], [-3.582, -2.162, -4.255], [-2.119, -2.129, -3.239], [-4.887, -1.131, -2.336], [-4.221, -2.718, -1.958], [-3.372, 0.009, 1.439], [-2.355, 1.446, 1.117], [-1.667, -0.191, 0.903], [0.309, -4.894, 3.663], [-0.316, -5.625, 2.490], [-1.696, -5.315, 2.363], [-2.120, -3.901, 1.673], [-3.835, -4.284, 1.420], [-1.476, -3.795, 0.381], [-2.026, -2.853, 2.666], [0.347, -3.817, 3.479], [1.331, -5.244, 3.837], [-0.279, -5.047, 4.574], [0.220, -5.411, 1.559], [-0.245, -6.704, 2.662], [-3.911, -5.121, 0.723], [-4.321, -3.402, 1.001], [-4.286, -4.538, 2.382]],
  "forces_ev_per_angstrom": [[-0.686, 0.294, -0.283], [0.447, 0.782, 0.173], [-0.392, -1.494, 0.811], [-0.249, -0.278, 0.972], [-0.298, -0.063, -1.007], [-0.773, 0.014, 0.430], [1.348, 1.617, -0.166], [2.662, 2.209, -0.285], [-0.382, -0.892, 5.626], [-1.358, 0.112, -8.635], [0.216, -2.465, -0.748], [-0.776, -0.301, 2.167], [-1.154, 1.479, -1.555], [0.166, 1.156, 2.476], [0.588, 1.444, -1.802], [-0.735, -1.604, -1.863], [0.335, -2.537, 0.705], [-0.378, -0.151, 2.370], [-0.825, 2.529, 0.116], [0.376, -2.289, -1.283], [1.806, 0.390, 1.795], [0.205, 0.234, -0.198], [-0.342, -0.361, -1.005], [0.216, 1.069, 0.762], [0.079, -0.442, 0.489], [0.008, -0.210, -0.023], [1.002, -0.375, -0.439], [-1.049, -0.119, 0.289], [-0.055, -0.132, 0.034], [0.007, 0.011, 0.131], [-0.197, -0.018, 0.018], [0.122, 0.073, 0.137], [0.134, 0.208, 0.282], [0.118, 0.035, -0.164], [-0.029, -0.067, -0.207], [-0.148, 0.069, -0.055], [0.035, 0.361, 0.107], [1.172, -0.159, 0.298], [-1.027, 0.827, -0.621], [-0.039, -0.381, 0.143], [-0.012, -0.204, 0.079], [-0.194, 0.122, 1.165], [0.170, -0.632, -0.995], [0.018, -0.145, 0.018], [-0.127, -0.031, -0.051], [0.100, -0.078, -0.142], [-0.199, 0.057, 0.016], [-0.346, 0.155, -0.136], [0.085, 0.130, 0.128], [0.227, 0.002, 0.054], [0.131, 0.051, -0.127]]
}

***

No. 4
{
  "formula": "C20H19Cl2N4O2SScTe",
  "method": "ωB97M-V/def2-TZVPD",
  "orbital_gap_ev": 6.76,
  "e_lumo_ev": -0.31,
  "total_charge": 0,
  "spin_multiplicity": 1,
  "e_tot_ev": -94978.194,
  "species": ["Sc", "C", "S", "C", "O", "H", "H", "H", "H", "H", "H", "C", "Te", "C", "C", "C", "C", "C", "C", "C", "H", "H", "H", "H", "H", "H", "H", "H", "N", "C", "O", "C", "C", "N", "C", "N", "H", "H", "Cl", "C", "C", "C", "C", "C", "Cl", "C", "N", "H", "H", "H"],
  "xyz": [[0.353, 0.300, -0.488], [-0.500, -2.130, -3.921], [-0.675, -2.639, -2.228], [-2.410, -2.318, -2.024], [0.006, -1.535, -1.440], [-1.166, -2.735, -4.535], [0.534, -2.303, -4.213], [-0.741, -1.069, -3.991], [-2.972, -3.060, -2.591], [-2.632, -1.307, -2.368], [-2.627, -2.424, -0.963], [1.856, -4.050, 2.216], [1.678, -2.032, 1.548], [1.374, -1.546, 3.584], [1.843, -2.749, 4.363], [2.040, -2.667, 5.741], [2.481, -3.765, 6.459], [2.738, -4.963, 5.803], [2.544, -5.053, 4.435], [2.093, -3.954, 3.706], [2.679, -4.546, 1.705], [0.938, -4.593, 1.996], [0.322, -1.320, 3.748], [1.950, -0.654, 3.820], [1.850, -1.727, 6.247], [2.633, -3.686, 7.528], [3.096, -5.821, 6.356], [2.750, -5.984, 3.920], [0.915, 1.676, -4.004], [-0.211, 1.831, -3.249], [-0.169, 1.410, -2.036], [-1.383, 2.342, -3.788], [-2.575, 2.299, -3.010], [-3.550, 2.236, -2.398], [-1.380, 2.832, -5.124], [-1.276, 3.202, -6.211], [0.941, 2.161, -4.889], [1.778, 1.686, -3.483], [2.832, 0.590, -0.895], [3.223, 1.236, 0.742], [4.531, 1.533, 1.037], [4.811, 2.007, 2.310], [3.762, 2.165, 3.212], [2.463, 1.854, 2.861], [1.193, 2.103, 4.025], [2.095, 1.343, 1.586], [0.868, 0.958, 1.196], [5.308, 1.402, 0.296], [5.825, 2.249, 2.595], [3.952, 2.541, 4.209]],
  "forces_ev_per_angstrom": [[-0.467, -0.117, 0.862], [0.008, 0.043, -0.160], [0.170, -0.007, 0.165], [-0.126, 0.077, -0.018], [-0.157, -0.330, -0.215], [0.025, 0.027, -0.025], [-0.006, 0.007, 0.000], [-0.042, -0.014, -0.028], [-0.006, 0.020, 0.005], [-0.042, 0.000, 0.030], [-0.022, -0.012, -0.008], [-0.008, -0.133, 0.136], [0.023, 0.073, -0.252], [-0.032, -0.013, 0.140], [0.008, 0.031, 0.021], [-0.019, 0.004, -0.017], [0.009, -0.032, -0.021], [0.005, 0.030, 0.011], [-0.019, 0.018, -0.012], [-0.021, -0.035, -0.016], [0.020, 0.015, 0.026], [0.007, -0.029, 0.027], [-0.005, -0.012, 0.041], [0.018, -0.012, 0.020], [0.001, -0.004, -0.008], [0.003, 0.002, -0.010], [-0.009, 0.004, -0.003], [-0.011, 0.008, 0.002], [0.075, 0.196, -0.007], [-0.139, -0.134, 0.201], [0.020, 0.322, -0.404], [-0.186, 0.020, -0.154], [0.099, 0.055, -0.244], [0.027, -0.073, 0.065], [-0.019, -0.073, 0.186], [-0.006, -0.012, 0.000], [-0.012, -0.005, 0.003], [0.013, -0.046, 0.007], [0.506, 0.177, 0.216], [0.111, -0.113, -0.326], [-0.012, 0.034, -0.005], [-0.061, -0.008, 0.049], [0.038, 0.017, -0.035], [-0.095, 0.075, 0.069], [0.021, -0.021, -0.021], [-0.276, 0.001, 0.220], [0.618, -0.004, -0.518], [-0.006, -0.023, 0.011], [-0.015, 0.010, -0.001], [-0.005, -0.003, -0.007]]
}

***

- What is the formula in the fourth record?
  C20H19Cl2N4O2SScTe